Formula: C34H33MnNO6P2S3
Source: the OMol25 dataset
Level of theory: ωB97M-V/def2-TZVPD

Values from the calculation:
**LUMO (spin up / spin down)**: -0.2 / -0.2 eV
**Energy relative to the best compared isomer or geometry (same formula, charge and spin)**: 127.1 kJ/mol
**HOMO-LUMO gap (spin up / spin down)**: 6.52 / 6.66 eV

```
! wB97M-V def2-TZVPD RIJCOSX def2/J DEFGRID3
* xyz 0 6
Mn 1.0108 -1.6615 -0.6972
C -4.1906 2.7602 0.6213
S -4.3829 1.1410 1.3902
C -3.9215 0.0801 -0.0060
C -2.4421 0.1315 -0.3633
C -1.5817 -0.5351 0.6982
N -0.1401 -0.3093 0.4730
P -0.0739 -3.3403 -2.1169
C -1.5031 -3.6288 -0.9961
C -1.2238 -4.3393 0.1817
C -2.2097 -4.6215 1.1105
C -3.5213 -4.2182 0.8843
C -3.8195 -3.5362 -0.2846
C -2.8261 -3.2391 -1.2111
C -0.7922 -2.2245 -3.3927
C -1.8513 -2.6596 -4.1967
C -2.3848 -1.8494 -5.1875
C -1.8479 -0.5914 -5.4281
C -0.7694 -0.1578 -4.6725
C -0.2557 -0.9638 -3.6655
P 0.5885 0.9401 1.0780
C -0.1835 1.5944 2.5474
C -0.9275 2.7693 2.4652
C -1.6506 3.2058 3.5645
C -1.6305 2.4726 4.7406
C -0.8885 1.3007 4.8253
C -0.1681 0.8553 3.7310
C 0.9447 2.2887 -0.0209
C 1.6437 3.4095 0.4250
C 1.9337 4.4286 -0.4606
C 1.5282 4.3307 -1.7869
C 0.8287 3.2198 -2.2298
C 0.5341 2.1928 -1.3456
H -4.5012 3.5025 1.3548
H -4.8287 2.8490 -0.2577
H -3.1561 2.9601 0.3423
H -4.5437 0.3481 -0.8616
H -4.2010 -0.9313 0.2935
H -2.1296 1.1742 -0.4839
H -2.2737 -0.3602 -1.3280
H -1.7642 -1.6109 0.6932
H -1.8746 -0.1630 1.6842
H -0.2071 -4.6740 0.3684
H -1.9558 -5.1626 2.0137
H -4.2977 -4.4424 1.6040
H -4.8392 -3.2270 -0.4837
H -3.0918 -2.6914 -2.1056
H -2.2550 -3.6537 -4.0447
H -3.2116 -2.2087 -5.7876
H -2.2572 0.0370 -6.2086
H -0.3214 0.8092 -4.8673
H 0.6046 -0.6050 -3.1054
H -0.9413 3.3415 1.5459
H -2.2302 4.1171 3.5001
H -2.1961 2.8139 5.5977
H -0.8737 0.7320 5.7453
H 0.4081 -0.0591 3.7992
H 1.9743 3.4730 1.4549
H 2.4883 5.2944 -0.1252
H 1.7669 5.1269 -2.4799
H 0.5200 3.1461 -3.2641
H -0.0017 1.3138 -1.6836
O 3.6818 1.5562 -0.8766
S 3.9301 0.1761 -1.1980
O 4.7412 -0.0969 -2.3484
O 2.6811 -0.6298 -1.2087
C 4.8826 -0.4348 0.2118
C 6.2511 -0.4823 -0.0057
C 7.1365 -0.7918 1.0181
C 6.6668 -1.0537 2.2911
C 5.3025 -1.0244 2.5330
C 4.4190 -0.7225 1.5031
S 2.7292 -0.9028 1.9684
O 2.6212 -0.9901 3.3854
O 2.1254 0.4938 1.5103
O 2.1256 -1.9722 1.2087
H 6.6103 -0.2683 -1.0021
H 8.1982 -0.8223 0.8123
H 7.3493 -1.2882 3.0962
H 4.9122 -1.2408 3.5164
*
```

=====

Formula: C4H8O2
Source: the OMol25 dataset
Level of theory: ωB97M-V/def2-TZVPD

Values from the calculation:
**LUMO**: 0.9 eV
**Energy relative to the best compared isomer or geometry (same formula, charge and spin)**: 484.6 kJ/mol
**HOMO-LUMO gap**: 10.12 eV

```
! wB97M-V def2-TZVPD RIJCOSX def2/J DEFGRID3
* xyz 0 1
C -0.9551 1.3640 0.6738
C 0.3235 1.1026 -0.0860
O 1.3524 0.5457 0.7654
C 0.6692 -0.2048 -0.6863
C -0.1662 -1.3918 -0.3566
O 0.5029 -2.6116 -0.5828
H -1.2314 0.5171 1.3058
H -1.7716 1.5590 -0.0301
H -0.8412 2.2449 1.3132
H 0.6716 1.9876 -0.6271
H 1.8947 0.0417 -0.0691
H -1.0612 -1.2986 -1.0046
H -0.5215 -1.4108 0.6802
H 1.1339 -2.4450 -1.2960
*
```

=====

Formula: C21H34B2F4N6S3Tc
Source: the OMol25 dataset
Level of theory: ωB97M-V/def2-TZVPD

Values from the calculation:
**LUMO (spin up / spin down)**: -7.2 / -7.7 eV
**Energy relative to the best compared isomer or geometry (same formula, charge and spin)**: 0.0 kJ/mol
**HOMO-LUMO gap (spin up / spin down)**: 7.26 / 6.67 eV

```
! wB97M-V def2-TZVPD RIJCOSX def2/J DEFGRID3
* xyz 2 2
Tc 0.0229 2.0220 -0.5887
C -0.9905 2.1695 4.8562
C -2.1330 1.2915 4.3532
C -2.7141 0.5076 5.5244
C -3.2455 2.0938 3.6847
N -1.5753 0.2973 3.3409
C -1.5997 -1.0750 3.5049
C -1.0303 -1.6286 2.4152
N -0.6514 -0.6019 1.5748
B 0.0013 -0.6988 0.2005
N 1.4828 -1.0644 0.1628
C 2.0896 -2.2657 0.4689
C 3.4000 -2.1460 0.1756
N 3.6106 -0.8689 -0.3098
C 2.4319 -0.2292 -0.3076
S 2.2033 1.4661 -0.7450
C 4.9687 -0.3311 -0.7453
C 4.8717 0.1145 -2.2014
C 5.3686 0.8026 0.1944
C 5.9877 -1.4592 -0.6351
N -0.8425 -1.3466 -0.8828
C -1.0870 -2.6941 -1.0804
C -1.8766 -2.8073 -2.1646
N -2.1182 -1.5341 -2.6500
C -1.4790 -0.6617 -1.8546
S -1.5032 1.0787 -2.0490
C -2.9732 -1.2359 -3.8751
C -4.1660 -0.3870 -3.4432
C -3.4779 -2.5593 -4.4366
C -2.1077 -0.5461 -4.9263
C -0.9968 0.5612 2.1604
S -0.7000 2.1841 1.5249
H -1.3749 2.8175 5.6429
H -0.5755 2.8120 4.0822
H -0.1910 1.5616 5.2811
H -3.1111 1.2297 6.2354
H -1.9574 -0.0784 6.0472
H -3.5402 -0.1370 5.2224
H -3.6843 2.7584 4.4279
H -4.0320 1.4348 3.3152
H -2.8884 2.7145 2.8653
H -2.0195 -1.5453 4.3726
H -0.8814 -2.6661 2.1735
H 0.0514 0.4351 -0.1337
H 1.5528 -3.1039 0.8766
H 4.1931 -2.8610 0.2767
H 4.2020 0.9604 -2.3429
H 4.5462 -0.7082 -2.8391
H 5.8613 0.4264 -2.5328
H 4.7021 1.6603 0.1319
H 6.3654 1.1440 -0.0823
H 5.4056 0.4561 1.2278
H 5.7411 -2.3042 -1.2789
H 6.1192 -1.8005 0.3921
H 6.9464 -1.0671 -0.9696
H -0.6791 -3.4613 -0.4467
H -2.2789 -3.6861 -2.6299
H -4.7553 -0.9006 -2.6829
H -4.8036 -0.2235 -4.3112
H -3.8756 0.5911 -3.0654
H -4.1179 -3.0909 -3.7318
H -2.6648 -3.2087 -4.7632
H -4.0804 -2.3324 -5.3143
H -1.7487 0.4288 -4.6057
H -2.7085 -0.3949 -5.8222
H -1.2534 -1.1687 -5.1950
F -0.3509 3.6857 -1.3937
B 0.6586 5.2986 0.0514
F -0.3885 5.2855 0.8545
F 0.8567 6.2414 -0.8244
F 1.5886 4.3486 0.2426
*
```

=====

Formula: C9H24N5O9
Source: the OMol25 dataset
Level of theory: ωB97M-V/def2-TZVPD

Values from the calculation:
**LUMO**: -4.0 eV
**HOMO-LUMO gap**: 3.51 eV

```
! wB97M-V def2-TZVPD RIJCOSX def2/J DEFGRID3
* xyz 1 1
C -3.0004 -20.5358 -26.9223
C -4.4635 -20.7722 -26.7091
O -5.3010 -20.1340 -27.3415
N -4.8992 -21.8885 -25.7875
H -4.1183 -22.0374 -25.1644
H -5.5914 -21.5349 -25.1426
C -5.6107 -22.9718 -26.6270
H -2.3849 -21.3468 -26.5330
H -2.4856 -19.7475 -26.3730
H -2.8826 -20.4479 -28.0023
H -6.0562 -22.5175 -27.5119
H -6.2657 -23.4626 -25.9070
H -4.8697 -23.6585 -27.0362
C -11.0315 -16.4083 -20.8095
C -10.6106 -16.6079 -19.4265
O -10.9107 -15.8340 -18.5364
N -10.0799 -17.9981 -19.0947
H -9.9492 -18.4706 -19.9778
H -9.1438 -17.9430 -18.7195
C -11.0082 -18.6704 -17.9649
H -11.1316 -15.4159 -21.2491
H -11.9887 -16.9297 -20.8212
H -10.3919 -16.9961 -21.4678
H -11.1833 -18.0687 -17.0731
H -10.4960 -19.5783 -17.6463
H -11.9981 -18.6934 -18.4206
C 0.7989 -18.5329 -15.9368
C 1.1672 -19.5629 -16.9960
O 1.6178 -20.6514 -16.6640
N 0.9826 -19.3181 -18.4535
H 0.9293 -20.2056 -18.9326
H 0.0890 -18.9215 -18.7072
C 2.1000 -18.4681 -18.9919
H 1.7126 -18.0327 -15.6158
H 0.3092 -18.9589 -15.0611
H 0.2901 -17.6405 -16.3013
H 2.1744 -17.6395 -18.2875
H 1.7840 -18.2006 -20.0002
H 2.9385 -19.1431 -19.1632
N -11.4757 -21.7524 -23.3566
O -11.7099 -22.3486 -24.3888
O -10.3358 -21.7103 -22.9375
O -12.3478 -21.2415 -22.6972
N -4.7199 -17.4144 -21.6408
O -3.5023 -17.5182 -21.8520
O -5.5208 -18.3468 -21.7074
O -5.2741 -16.3716 -21.2768
*
```

=====

Formula: C5H9NO
Source: the OMol25 dataset
Level of theory: ωB97M-V/def2-TZVPD

Values from the calculation:
**LUMO**: 1.1 eV
**Energy relative to the best compared isomer or geometry (same formula, charge and spin)**: 534.1 kJ/mol
**HOMO-LUMO gap**: 9.88 eV
**Structure (SMILES)**: C[C@H]1N[C@H]1[C@H]1CO1

```
! wB97M-V def2-TZVPD RIJCOSX def2/J DEFGRID3
* xyz 0 1
C -2.0041 -0.3866 -0.0486
C -1.2685 0.7770 0.6089
N 0.0919 0.3905 1.5712
C 0.1569 0.9854 0.2626
C 0.8758 0.1276 -0.7452
C 2.1908 -0.4253 -0.4110
O 1.0310 -1.2498 -0.4382
H -2.4943 -0.0396 -0.9715
H -2.8025 -0.7665 0.5938
H -1.3550 -1.2259 -0.3388
H -1.1638 0.9325 1.7678
H 0.1369 -0.6197 1.5164
H 0.5238 2.0106 0.2471
H 0.6518 0.3305 -1.7902
H 2.9179 -0.6248 -1.1960
H 2.6070 -0.2428 0.5795
*
```

=====

Formula: C2H7N3OP
Source: the OMol25 dataset
Level of theory: ωB97M-V/def2-TZVPD

Values from the calculation:
**LUMO (spin up / spin down)**: -4.7 / -5.6 eV
**Energy relative to the best compared isomer or geometry (same formula, charge and spin)**: 415.0 kJ/mol
**HOMO-LUMO gap (spin up / spin down)**: 8.37 / 8.76 eV

```
! wB97M-V def2-TZVPD RIJCOSX def2/J DEFGRID3
* xyz 1 1
C 0.3126 -0.9534 0.8009
C 1.1842 -0.3584 -1.3985
N -0.7595 -0.5137 1.6609
N 0.2550 -0.1207 -0.3090
N -0.2325 1.1873 -0.1930
O 1.0284 -1.9038 0.9122
P -1.2967 1.0417 1.4273
H 0.7250 -0.2044 -2.5120
H 1.9541 0.4704 -1.3503
H 1.6156 -1.4137 -1.3532
H -0.9703 -0.9142 2.5527
H 0.5152 1.9898 0.0302
H -0.7420 1.4627 -0.9658
H -3.5891 0.2303 0.6976
*
```

=====

Number 1: E -131974.30376 eV. Number 2: E -8368.25935 eV. Number 3: E -78192.81026 eV. Number 4: E -35579.03478 eV. Number 5: E -8863.67739 eV. Number 6: E -17982.59017 eV.